ORCA calculation (ωB97M-V/def2-TZVPD) on 9 unconnected molecules or ions with the total composition C55H125N11O9 at a distorted geometry.

The geometry in ORCA input format:
```
! RIJCOSX wB97M-V def2-TZVPD def2/J DEFGRID3
* xyz 0 1
C -12.22211 24.59392 12.79953
C -12.54194 23.56452 13.89622
C -14.08769 23.42319 13.96112
C -11.92482 22.22545 13.48532
C -11.78222 21.22114 14.60667
C -11.07269 21.84368 15.79787
C -11.66832 23.16057 16.28304
C -12.90398 22.89756 17.14884
C -10.62441 23.85114 17.14573
N -11.98315 24.02067 15.15361
O -12.48647 25.27915 15.53518
H -12.40770 24.14291 11.82872
H -12.79640 25.50696 12.96088
H -11.18483 24.93134 12.90512
H -14.56427 24.06522 14.69818
H -14.51438 23.61584 12.97573
H -14.34701 22.38411 14.19290
H -12.58188 21.88493 12.67730
H -10.95122 22.38000 13.01020
H -12.70608 20.74136 14.96200
H -11.25519 20.34599 14.20840
H -10.01312 21.98409 15.54242
H -10.99516 21.11234 16.60960
H -13.61161 22.23928 16.63732
H -13.43070 23.81748 17.40648
H -12.61773 22.36064 18.05920
H -10.43677 23.27737 18.06042
H -11.03670 24.78531 17.53257
H -9.66318 24.05602 16.67822
H -11.73997 25.87722 15.42448
C -12.28138 17.42181 12.79168
C -13.70865 16.93284 13.09815
C -13.90276 17.24173 14.60476
C -14.67399 17.74761 12.25195
C -16.07474 17.15726 12.22588
C -16.05089 15.69173 11.81342
C -15.10986 14.87341 12.72239
C -15.77933 14.60304 14.07816
C -14.93913 13.50549 12.04368
N -13.81092 15.51824 12.78216
O -12.86494 14.77101 13.52253
H -11.89878 17.07034 11.83054
H -12.25143 18.51376 12.82120
H -11.57738 17.11405 13.56840
H -13.48499 18.21881 14.86212
H -14.97615 17.24872 14.80570
H -13.38463 16.55994 15.27681
H -14.78377 18.74399 12.69040
H -14.23504 17.84182 11.25674
H -16.55793 17.21673 13.21101
H -16.72984 17.77746 11.60651
H -15.73184 15.59013 10.77457
H -17.04302 15.25622 11.94955
H -16.01186 15.49781 14.65992
H -15.12096 13.99784 14.70626
H -16.72844 14.08229 13.93462
H -14.17069 12.97176 12.60914
H -14.56940 13.61993 11.02290
H -15.84332 12.90241 12.02781
H -12.39527 14.26896 12.84964
C -15.45285 20.13146 16.08766
C -16.81974 20.47770 16.66238
C -17.68566 20.94798 15.46598
C -17.40279 19.19932 17.26048
C -18.58909 19.45478 18.18192
C -18.19021 20.52691 19.21647
C -17.69509 21.82317 18.60074
C -18.85959 22.64822 18.05059
C -17.06217 22.64714 19.72870
N -16.59895 21.49515 17.69011
O -16.15540 22.70880 17.09242
H -14.77095 19.83689 16.88653
H -15.54073 19.31446 15.36685
H -15.02163 20.93039 15.48228
H -17.72367 20.17434 14.70395
H -18.67631 21.29812 15.75400
H -17.18213 21.84624 15.09653
H -17.75086 18.58635 16.42522
H -16.63410 18.63183 17.79131
H -19.45308 19.82972 17.63495
H -18.87220 18.58570 18.77692
H -17.34716 20.10708 19.78006
H -19.02975 20.69551 19.89258
H -18.45109 23.56828 17.62546
H -19.53558 22.91094 18.86156
H -19.44540 22.17997 17.25617
H -16.14929 22.19910 20.12324
H -17.72961 22.64048 20.60639
H -16.95577 23.70601 19.49637
H -15.19848 22.67407 17.21070
C -11.99588 25.74167 20.01246
C -12.92352 26.97680 19.96806
C -12.02352 28.22212 19.89637
C -13.76913 26.92250 18.69372
C -15.01437 26.02249 18.80984
C -15.81467 26.42848 20.04400
C -15.02679 26.35134 21.34226
C -15.85459 27.06253 22.41114
C -14.84890 24.88769 21.77030
N -13.76010 27.03503 21.15394
O -13.04284 27.26582 22.34431
H -12.50988 24.83679 19.66109
H -11.10320 25.85634 19.39998
H -11.73640 25.44101 21.03065
H -12.58694 29.14954 19.96697
H -11.33276 28.17343 20.74323
H -11.39885 28.12662 19.00884
H -14.09523 27.92232 18.39718
H -13.15390 26.47165 17.90952
H -15.60499 26.17373 17.90129
H -14.70742 24.97376 18.75081
H -16.70390 25.79800 20.09445
H -16.08449 27.46840 19.83635
H -15.30718 27.03595 23.36131
H -16.76750 26.52620 22.67465
H -16.05929 28.10026 22.14624
H -14.09453 24.38112 21.15068
H -15.73869 24.27422 21.62327
H -14.37929 24.80092 22.75271
H -13.36642 28.12547 22.63342
C -14.85723 16.03396 21.41902
C -13.59466 15.73426 20.57414
C -12.72045 14.78372 21.38438
C -14.03303 14.98711 19.31317
C -14.67824 15.90685 18.26343
C -13.75062 17.07249 17.99349
C -13.35265 17.88035 19.23225
C -12.27408 18.87819 18.82915
C -14.56397 18.68703 19.74256
N -12.85040 16.92603 20.20678
O -12.36817 17.57747 21.37189
H -15.11113 15.18189 22.05497
H -14.62336 16.84423 22.11324
H -15.74143 16.24840 20.82515
H -11.85612 14.42889 20.82280
H -12.52039 15.22351 22.36061
H -13.30546 13.87723 21.56552
H -13.22510 14.37996 18.90120
H -14.85288 14.30163 19.55926
H -14.82631 15.37229 17.32274
H -15.63755 16.25148 18.64235
H -14.23784 17.74993 17.28565
H -12.81394 16.71680 17.55126
H -11.47086 18.40630 18.26174
H -11.85489 19.30995 19.74151
H -12.70430 19.70388 18.26329
H -14.68362 19.65480 19.25437
H -14.37543 18.94881 20.79529
H -15.49788 18.13405 19.81603
H -11.42092 17.41232 21.33699
C -23.76138 19.48015 12.71354
O -22.46270 19.49980 13.21636
C -22.13235 20.54092 14.12488
C -22.49288 20.34668 15.59691
C -21.72311 19.30968 16.35995
N -23.95882 20.21387 15.89194
H -24.52686 19.08937 13.39131
H -23.76016 18.92873 11.77416
H -24.16215 20.47267 12.43827
H -21.03546 20.49976 14.08806
H -22.43632 21.54045 13.80437
H -22.37948 21.36813 15.99288
H -21.70367 19.34543 17.44466
H -20.68721 19.43522 16.01797
H -22.01415 18.30551 16.03948
H -24.42980 21.10837 15.79756
H -24.43502 19.63797 15.20791
C -20.71514 16.54208 13.81318
O -20.62985 15.96816 15.09608
C -19.49988 16.43536 15.82534
C -19.31792 15.44707 16.99183
C -18.00931 15.74017 17.70457
N -19.31406 14.05167 16.52106
H -21.41723 15.96507 13.20550
H -19.77637 16.56918 13.24448
H -21.11167 17.56444 13.83189
H -18.56902 16.42689 15.23578
H -19.70589 17.47246 16.10486
H -20.13276 15.60100 17.70582
H -17.79318 15.04031 18.51472
H -18.00093 16.74568 18.12618
H -17.14906 15.67458 17.03145
H -19.97694 14.01356 15.75066
H -18.40048 13.85584 16.11978
N -22.73517 25.50076 17.78490
C -21.96453 24.41171 17.45198
N -22.09595 23.33416 18.29348
O -21.10924 24.45704 16.58362
H -23.55780 25.47431 18.35916
H -22.63873 26.33212 17.23093
H -22.63320 23.43014 19.13190
H -21.59348 22.51982 17.99711
N -19.37276 25.05902 13.26110
C -18.35965 24.24911 13.73208
N -18.62132 23.67626 14.95431
O -17.31123 24.08229 13.12630
H -20.14223 25.27775 13.86851
H -19.32272 25.44927 12.34248
H -19.44468 23.98721 15.44947
H -17.87578 23.21125 15.43955
*
```

The value obtained for the gap between HOMO and LUMO is 8.129 eV. Its HOMO energy is -7.854 eV. The structure (SMILES) is CC1(C)CCCC(C)(C)N1O.CC1(C)CCCC(C)(C)N1O.CC1(C)CCCC(C)(C)N1O.CC1(C)CCCC(C)(C)N1O.CC1(C)CCCC(C)(C)N1O.COC[C@H](C)N.COC[C@H](C)N.NC(N)=O.NC(N)=O. The calculation puts the energy relative to the best compared isomer or geometry (same formula, charge and spin) at 0.0 kcal per mole.